Here is C40H40BrN11O4Ti as an isolated structure from OMol25. Energies are from ωB97M-V/def2-TZVPD.

Geometry as ORCA input:
```
! wB97M-V def2-TZVPD RIJCOSX def2/J DEFGRID3
* xyz 1 2
Ti -0.64183 0.39806 0.23206
O -5.08925 -2.92125 -0.30985
C -4.50511 -2.74563 -1.52618
C -5.23671 -3.17019 -2.63102
C -4.70018 -3.05911 -3.89902
C -3.42984 -2.52320 -4.08495
C -2.70916 -2.09448 -2.98554
C -3.23554 -2.19346 -1.69902
C -2.43415 -1.71535 -0.51357
O -1.45039 -0.81029 -0.89894
N -1.79030 -2.86311 0.14420
N -0.63072 -2.54236 0.77581
C 0.14653 -3.47468 1.16137
C 1.39449 -3.21483 1.87668
Br 2.15968 -1.48660 1.68477
C 2.04397 -4.12741 2.60331
C 1.54557 -5.47795 2.91156
C 2.43472 -6.55315 2.87301
C 1.99656 -7.83688 3.14924
C 0.66906 -8.06203 3.49012
C -0.21604 -6.99682 3.56286
C 0.21947 -5.71155 3.27781
H -4.56028 -2.53752 0.39706
H -6.22210 -3.58506 -2.46796
H -5.27679 -3.39381 -4.75118
H -3.00991 -2.44054 -5.07800
H -1.72029 -1.66970 -3.10991
H -3.09668 -1.22388 0.21657
H -1.78212 -3.71377 -0.40749
H -0.09230 -4.52311 0.98085
H 3.02063 -3.86858 2.99622
H 3.47241 -6.37923 2.61537
H 2.69269 -8.66376 3.10624
H 0.33008 -9.06448 3.71443
H -1.24430 -7.16432 3.85484
H -0.46445 -4.87703 3.37603
C 1.83992 -1.78594 -2.83272
C 2.42128 -0.82901 -3.66900
C 2.28975 0.49362 -3.34924
C 1.57085 0.85301 -2.19464
N 0.97667 -0.05124 -1.40762
C 1.13744 -1.35169 -1.74170
N 1.49187 2.18902 -1.89898
C 1.01081 2.74759 -0.75598
N 0.57130 2.01072 0.31284
C 0.20678 2.93457 1.30457
N -0.09143 2.69577 2.54165
C -0.23806 1.47228 3.09553
C -0.13718 1.43701 4.50600
C -0.39080 0.29068 5.19700
C -0.79030 -0.84305 4.47704
C -0.84093 -0.76721 3.11697
N -0.52042 0.34112 2.39675
C 0.33562 4.26547 0.76401
C 0.07274 5.51153 1.32691
C 0.34297 6.63000 0.56768
C 0.89555 6.51142 -0.72486
C 1.17802 5.28626 -1.28440
C 0.87379 4.13911 -0.52650
H 1.92776 -2.84374 -3.03125
H 2.97743 -1.12499 -4.54842
H 2.74048 1.27389 -3.94679
H 0.65337 -2.05738 -1.08977
H 0.12693 2.36319 4.99396
H -0.31409 0.26731 6.27572
H -1.06927 -1.76326 4.96900
H -1.15736 -1.62071 2.54622
H -0.32889 5.58323 2.32871
H 0.14369 7.61526 0.96661
H 1.11493 7.41144 -1.28467
H 1.61530 5.21452 -2.27224
N -1.50063 1.64799 -1.75442
C -2.66002 2.42925 -1.32849
C -3.78848 2.56434 -2.34393
C -3.40480 3.14145 -3.70242
C -2.65539 4.47457 -3.65698
N -1.21166 4.30462 -3.67869
C -0.48809 3.94145 -4.78419
N 0.76866 3.67951 -4.66284
N -1.20829 3.81639 -5.95060
C -3.19536 1.81210 -0.03808
O -4.33214 1.86794 0.32681
O -2.23609 1.21206 0.67978
H -0.93045 2.20599 -2.38264
H -1.79702 0.81896 -2.26260
H -2.28600 3.41966 -1.04062
H -4.55704 3.18475 -1.87913
H -4.25501 1.58467 -2.48807
H -4.33114 3.27163 -4.26601
H -2.80488 2.43252 -4.27888
H -2.90948 5.03589 -2.75604
H -2.97378 5.11581 -4.48438
H -0.66245 4.62529 -2.89812
H 1.61584 2.82258 -2.68679
H 1.19391 3.51424 -5.56860
H -2.03061 4.38156 -6.07558
H -0.67072 3.67337 -6.78784
*
```

Molecular weight in g/mol: 866.60
⟨S²⟩: 0.776
Kohn-Sham gap (spin up / spin down) in hartree: 0.193 / 0.270

So, what does the Mulliken scheme give us? The charges, in e, come out as:
1 Ti -0.97
2 O -0.65
3 C 0.64
4 C -0.82
5 C -0.43
6 C -1.31
7 C -0.07
8 C 0.69
9 C -0.95
10 O 0.35
11 N -0.19
12 N 0.34
13 C -0.53
14 C 0.18
15 Br -0.07
16 C -0.93
17 C 0.38
18 C -0.49
19 C -0.51
20 C -0.44
21 C -0.69
22 C -0.22
23 H 0.37
24 H 0.48
25 H 0.40
26 H 0.45
27 H 0.35
28 H 0.18
29 H 0.45
30 H 0.60
31 H 0.48
32 H 0.44
33 H 0.38
34 H 0.39
35 H 0.40
36 H 0.53
37 C -1.36
38 C -0.52
39 C -0.87
40 C 0.56
41 N 0.88
42 C -0.42
43 N 0.13
44 C -0.63
45 N 0.70
46 C 0.10
47 N -0.47
48 C 0.17
49 C -0.79
50 C -0.55
51 C -1.13
52 C -0.50
53 N 0.99
54 C -0.12
55 C -0.41
56 C -0.83
57 C -0.66
58 C -0.13
59 C 0.87
60 H 0.55
61 H 0.45
62 H 0.50
63 H 0.67
64 H 0.56
65 H 0.43
66 H 0.52
67 H 0.65
68 H 0.57
69 H 0.43
70 H 0.46
71 H 0.57
72 N 0.63
73 C 0.83
74 C -1.17
75 C -0.61
76 C -1.44
77 N 0.02
78 C 0.46
79 N -0.52
80 N -0.38
81 C -0.39
82 O -0.65
83 O -0.05
84 H -0.15
85 H 0.17
86 H 0.32
87 H 0.48
88 H 0.34
89 H 0.43
90 H 0.48
91 H 0.64
92 H 0.36
93 H 0.02
94 H 0.01
95 H 0.14
96 H 0.18
97 H 0.25



Here is C40H40FN6RuS3 as an isolated structure at a distorted geometry from OMol25. Energies are from ωB97M-V/def2-TZVPD.

Geometry as ORCA input:
```
! wB97M-V def2-TZVPD RIJCOSX def2/J DEFGRID3
* xyz 0 2
Ru -0.19796 -0.19142 -0.26007
N 0.92357 -3.28144 1.67889
C 0.33212 -2.33579 2.48564
C -0.01114 -2.76942 3.77881
C -0.65768 -1.90475 4.62977
C -0.95068 -0.62691 4.16924
C -0.54701 -0.27920 2.89808
N 0.09906 -1.09569 2.06166
C 1.29295 -3.31354 0.35349
C 1.95785 -4.47567 -0.07496
C 2.42024 -4.55440 -1.36781
C 2.17230 -3.49051 -2.22499
C 1.46108 -2.41351 -1.73867
N 1.04433 -2.30503 -0.47767
H 1.12927 -4.14092 2.16900
H 0.22927 -3.77834 4.08426
H -0.92868 -2.21162 5.62728
H -1.48092 0.08388 4.78158
H -0.77197 0.70758 2.52996
H 2.11008 -5.28511 0.62228
H 2.96444 -5.42250 -1.70758
H 2.50879 -3.50418 -3.24673
H 1.21234 -1.59128 -2.39417
C 4.43598 -1.90318 0.83007
C 4.31126 -0.47266 0.29954
C 5.63309 0.26732 0.54598
C 3.95501 -0.44823 -1.17462
C 4.82329 -1.05359 -2.07167
C 4.60216 -1.01459 -3.43422
C 3.49974 -0.34291 -3.92159
C 2.60438 0.28153 -3.06761
C 1.49988 1.13157 -3.65300
C 0.68695 0.42677 -4.74347
C 2.12395 2.41613 -4.20691
C 2.80417 0.20634 -1.66964
N 1.87284 0.77355 -0.78296
C 2.21240 1.92788 -0.18278
C 3.39947 2.64675 -0.47728
C 3.74256 3.79462 0.19764
C 2.91916 4.33457 1.17816
C 1.71302 3.70576 1.45050
C 1.39300 2.54704 0.78726
F 0.19136 1.94674 1.08850
H 4.78227 -1.89196 1.86132
H 5.14609 -2.48008 0.24192
H 3.47575 -2.40608 0.79991
H 3.52022 0.03059 0.86589
H 6.46776 -0.28562 0.12007
H 5.80260 0.37293 1.61557
H 5.62104 1.25838 0.10036
H 5.70538 -1.55246 -1.69892
H 5.30663 -1.47713 -4.10970
H 3.34992 -0.27055 -4.98797
H 0.82161 1.40801 -2.83958
H 1.26258 0.31142 -5.66033
H -0.19713 1.01529 -4.98286
H 0.35396 -0.56021 -4.42156
H 2.81719 2.17484 -5.01209
H 2.67407 2.93791 -3.42587
H 1.35175 3.07896 -4.59455
H 4.03749 2.26447 -1.26024
H 4.67189 4.28798 -0.04593
H 3.19474 5.23004 1.71304
H 1.01764 4.10326 2.17358
S -1.22532 1.69272 -1.56998
C -2.15687 1.01434 -2.86260
C -2.78925 1.90563 -3.73384
C -3.49049 1.45694 -4.82906
C -3.61756 0.08806 -5.05632
C -3.02557 -0.80549 -4.19390
C -2.27606 -0.36877 -3.09759
S -1.49562 -1.56744 -2.12592
H -2.69436 2.96186 -3.53270
H -3.93539 2.16584 -5.50959
H -4.17342 -0.27344 -5.90739
H -3.10379 -1.87070 -4.35141
N -7.31026 -1.23599 -0.02045
C -6.35946 -1.91974 0.66099
S -6.80446 -3.20294 1.61867
C -4.99648 -1.45952 0.62009
C -4.65676 -0.11705 0.37686
C -3.34512 0.28212 0.46911
N -2.32627 -0.54869 0.73707
C -2.64825 -1.83879 0.93814
C -3.92791 -2.32863 0.89739
H -8.23729 -1.62918 -0.00742
H -7.05852 -0.64159 -0.79349
H -5.41899 0.62608 0.19307
H -3.09227 1.32958 0.33806
H -1.82925 -2.51006 1.15959
H -4.12329 -3.37480 1.07720
*
```

Molecular weight in g/mol: 821.07
⟨S²⟩: 0.842
Kohn-Sham gap (spin up / spin down) in hartree: 0.194 / 0.201

So, what does the Mulliken scheme give us? The charges, in e, come out as:
1 Ru 1.99
2 N 0.41
3 C 0.31
4 C -1.21
5 C -0.57
6 C -1.11
7 C -0.37
8 N 0.78
9 C -0.92
10 C -0.55
11 C -1.11
12 C -1.08
13 C -1.07
14 N 1.41
15 H 0.19
16 H 0.47
17 H 0.43
18 H 0.50
19 H 0.38
20 H 0.49
21 H 0.41
22 H 0.59
23 H 0.81
24 C -0.94
25 C 0.62
26 C -1.70
27 C 1.29
28 C -0.71
29 C -1.74
30 C -0.59
31 C 0.74
32 C 2.04
33 C -1.67
34 C -1.65
35 C -1.85
36 N 3.40
37 C -0.64
38 C -0.74
39 C -1.12
40 C -0.70
41 C -0.92
42 C -0.07
43 F 0.06
44 H 0.52
45 H 0.26
46 H 0.06
47 H 0.03
48 H 0.34
49 H 0.45
50 H 0.36
51 H 0.33
52 H 0.39
53 H 0.39
54 H -1.02
55 H 0.43
56 H 0.35
57 H 0.35
58 H 0.34
59 H 0.30
60 H 0.47
61 H 0.98
62 H 0.44
63 H 0.39
64 H 0.49
65 S -0.75
66 C 0.30
67 C -0.75
68 C -0.62
69 C -0.63
70 C -0.79
71 C 0.85
72 S -0.37
73 H 0.46
74 H 0.38
75 H 0.39
76 H 0.47
77 N -0.37
78 C 0.10
79 S -0.36
80 C 0.87
81 C -1.02
82 C -0.96
83 N 0.96
84 C -0.20
85 C -0.91
86 H 0.23
87 H 0.22
88 H 0.47
89 H 0.47
90 H 0.25
91 H 0.41



Question: What is the ⟨S²⟩ in the first record?
Answer: 0.776



Question: The highest molecular weight belongs to which entry?
Answer: C40H40BrN11O4Ti



Question: Which formula does entry 1 have?
Answer: C40H40BrN11O4Ti